Entry from the Open Molecules 2025 dataset: a molecular structure, C18H21FHfN2O4 (ωB97M-V/def2-TZVPD).

The geometry in ORCA input format:
```
! RIJCOSX wB97M-V def2-TZVPD def2/J DEFGRID3
* xyz 2 1
Hf -0.086 -0.112 0.914
C 2.794 1.961 1.935
C 2.538 1.479 0.524
C 3.769 1.517 -0.343
O 2.054 -0.006 0.593
C 1.367 2.238 -0.098
O 1.508 3.291 -0.611
O 0.151 1.605 0.057
H 3.495 1.294 2.437
H 1.893 2.045 2.541
H 3.250 2.948 1.859
H 4.628 1.092 0.179
H 3.984 2.562 -0.560
H 3.617 1.005 -1.294
H 2.839 -0.558 0.646
C -4.291 -0.491 -0.435
C -3.144 -0.974 0.381
O -2.101 -0.251 0.523
N -3.173 -2.152 0.958
C -2.103 -2.672 1.823
C -0.927 -3.222 1.045
C -0.711 -4.581 0.965
C 0.353 -5.074 0.220
C 1.162 -4.187 -0.470
C 0.882 -2.843 -0.363
N -0.103 -2.347 0.411
H -4.185 0.572 -0.626
H -5.235 -0.691 0.072
H -4.294 -1.029 -1.386
H -4.009 -2.706 0.836
H -2.543 -3.464 2.422
H -1.798 -1.890 2.518
H -1.375 -5.257 1.488
H 0.537 -6.140 0.169
H 1.980 -4.524 -1.090
H 1.475 -2.119 -0.909
F -0.182 0.229 7.139
C -0.158 0.164 5.815
C 0.697 -0.748 5.215
C 0.717 -0.810 3.834
C -0.100 0.027 3.049
C -0.946 0.932 3.715
C -0.985 1.011 5.096
H 1.326 -1.374 5.834
H 1.400 -1.522 3.375
H -1.588 1.605 3.157
H -1.623 1.709 5.621
*
```

Calculated values
LUMO (eV): -6.96
HOMO-LUMO gap (eV): 7.980
Energy above the lowest of the compared OMol25 structures with the same formula, charge and spin (kJ/mol): 0.0
Total energy (eV): -34190.2472

Atomic partial charges in e from the Mulliken method, atoms 1 to 2: 1.384 -1.343

Entry from the Open Molecules 2025 dataset: a molecular structure, C8H19O3PSZn (ωB97M-V/def2-TZVPD).

The geometry in ORCA input format:
```
! RIJCOSX wB97M-V def2-TZVPD def2/J DEFGRID3
* xyz 2 1
C 0.224 2.716 2.830
C 0.523 1.352 2.143
P 0.226 1.478 0.425
C -1.335 2.041 -0.162
O 1.291 2.442 -0.154
S 2.107 1.711 -1.422
O 1.216 1.664 -2.525
O 1.696 0.327 -0.500
C 1.699 -0.939 -1.292
C 0.370 -1.488 -1.723
C -0.633 -2.004 -0.676
C -1.979 -1.268 -0.661
C -0.053 -2.182 0.735
H -0.547 3.308 2.348
H 1.130 3.309 2.884
H -0.127 2.482 3.831
H -0.078 0.540 2.552
H 1.565 1.055 2.264
H -2.076 1.250 -0.208
H -1.166 2.431 -1.166
H -1.646 2.853 0.503
H 2.283 -0.721 -2.186
H 2.277 -1.654 -0.717
H 0.686 -2.350 -2.370
H -0.086 -0.786 -2.422
H -0.882 -3.012 -1.003
H -2.075 -0.582 -1.502
H -2.812 -1.962 -0.728
H -2.128 -0.711 0.271
H -0.196 -1.304 1.356
H 0.995 -2.467 0.738
H -0.584 -2.981 1.249
Zn 0.114 -4.550 -2.712
*
```

Calculated values
LUMO (eV): -10.87
HOMO-LUMO gap (eV): 2.821
Energy above the lowest of the compared OMol25 structures with the same formula, charge and spin (kJ/mol): 0.0
Total energy (eV): -83267.4185

Atomic partial charges in e from the natural (NBO) method, atoms 1 to 2: -0.594 -0.859

Entry from the Open Molecules 2025 dataset: a molecular structure, C6H12O4 (ωB97M-V/def2-TZVPD).

The geometry in ORCA input format:
```
! RIJCOSX wB97M-V def2-TZVPD def2/J DEFGRID3
* xyz 0 1
C -2.221 -1.465 -0.417
C -1.295 -0.515 0.148
C -0.151 1.573 -0.506
C 1.266 0.893 -0.749
C 1.008 -0.641 -0.569
C 0.055 -0.944 0.506
H -2.253 -2.483 0.120
H -2.933 -0.694 -0.841
H -1.572 -1.920 -1.600
H -1.627 -0.114 1.042
H -0.333 2.376 -1.487
H 0.046 1.604 1.656
H 1.701 1.424 -0.073
H 1.404 1.329 -1.820
H 0.533 -0.976 -1.507
H 2.571 -0.924 -0.981
H 0.221 -1.704 0.950
H -0.089 -0.612 2.648
O -1.201 0.663 -0.708
O -0.268 2.180 0.747
O 2.244 -1.293 -0.321
O 0.520 -0.389 1.708
*
```

Calculated values
LUMO (eV): 0.30
HOMO-LUMO gap (eV): 9.969
Energy above the lowest of the compared OMol25 structures with the same formula, charge and spin (kJ/mol): 837.3
Total energy (eV): -14598.5338

Atomic partial charges in e from the natural (NBO) method, atoms 1 to 2: -0.611 0.033

Entry from the Open Molecules 2025 dataset: a single C13H18N2 molecule (ωB97M-V/def2-TZVPD).

The geometry in ORCA input format:
```
! RIJCOSX wB97M-V def2-TZVPD def2/J DEFGRID3
* xyz 0 1
C -0.354 -2.336 0.274
C -0.832 -1.146 -0.566
C -0.506 0.231 -0.076
C 1.042 0.293 0.110
C 1.642 1.131 1.057
C 3.040 1.222 1.256
C 3.832 0.361 0.463
C 3.319 -0.407 -0.567
C 1.921 -0.379 -0.731
C -1.422 0.697 1.092
C -2.805 0.047 1.291
C -1.795 2.103 0.527
N -1.266 2.420 -0.560
N -0.774 1.280 -1.120
C 0.084 1.370 -2.257
H 0.768 -2.386 0.078
H -0.867 -3.209 0.064
H -0.511 -2.191 1.344
H -1.934 -1.227 -0.753
H -0.578 -1.399 -1.585
H 1.196 2.006 1.612
H 3.588 1.946 1.955
H 4.831 0.342 0.700
H 3.869 -1.001 -1.230
H 1.507 -0.913 -1.521
H -1.058 0.750 2.113
H -3.422 -0.079 0.389
H -3.323 0.742 1.903
H -2.783 -1.019 1.743
H -2.297 2.823 1.046
H -0.240 2.261 -2.783
H 1.136 1.540 -1.845
H 0.110 0.316 -2.677
*
```

Calculated values
LUMO (eV): 0.88
HOMO-LUMO gap (eV): 8.614
Structure (SMILES): CC[C@]1(c2ccccc2)[C@H](C)C=NN1C
Energy above the lowest of the compared OMol25 structures with the same formula, charge and spin (kJ/mol): 321.9
Total energy (eV): -16750.1913

Atomic partial charges in e from the natural (NBO) method, atoms 1 to 2: -0.607 -0.426

Entry from the Open Molecules 2025 dataset: a gas-phase ion, C4H9N2 (charge +1) (ωB97M-V/def2-TZVPD).

The geometry in ORCA input format:
```
! RIJCOSX wB97M-V def2-TZVPD def2/J DEFGRID3
* xyz 1 1
C -0.325 1.981 -0.756
C 0.047 0.667 -0.356
N -0.111 -0.624 -0.795
C -1.297 -1.458 -0.626
N 0.812 -0.036 0.385
C 1.595 -0.542 1.425
H -1.418 2.109 -0.581
H -0.203 2.089 -1.805
H 0.311 2.908 -0.329
H -1.201 -2.014 0.302
H -1.264 -2.182 -1.449
H -2.295 -0.831 -0.707
H 2.433 0.160 1.712
H 1.793 -1.560 1.083
H 1.124 -0.667 2.494
*
```

Calculated values
LUMO (eV): -4.45
HOMO-LUMO gap (eV): 9.933
Structure (SMILES): CC1=[N+](C)N1C
Energy above the lowest of the compared OMol25 structures with the same formula, charge and spin (kJ/mol): 517.4
Total energy (eV): -7262.7790

Atomic partial charges in e from the natural (NBO) method, atoms 1 to 2: -0.744 0.595

Entry from the Open Molecules 2025 dataset: a molecular structure, C40H38N8OPTi (ωB97M-V/def2-TZVPD).

The geometry in ORCA input format:
```
! RIJCOSX wB97M-V def2-TZVPD def2/J DEFGRID3
* xyz 1 3
Ti -1.161 0.055 -0.744
C 1.168 2.745 -3.231
C 0.486 1.617 -2.769
N -0.203 1.601 -1.645
C -0.250 2.739 -0.880
C 0.422 3.920 -1.269
C 1.139 3.889 -2.481
C 0.354 5.063 -0.438
C -0.361 4.990 0.721
C -1.040 3.818 1.118
C -1.012 2.672 0.349
N -1.568 1.434 0.588
C -2.377 1.010 1.654
C -2.983 1.767 2.653
C -3.656 1.139 3.705
C -3.746 -0.231 3.786
C -3.206 -1.035 2.761
C -3.267 -2.465 2.764
C -2.698 -3.169 1.713
C -2.104 -2.496 0.664
N -2.033 -1.124 0.607
C -2.560 -0.404 1.679
H 1.716 2.697 -4.164
H 0.499 0.691 -3.329
H 1.662 4.783 -2.807
H 0.864 5.973 -0.731
H -0.410 5.859 1.366
H -1.550 3.826 2.065
H -2.961 2.844 2.632
H -4.098 1.753 4.483
H -4.243 -0.706 4.624
H -3.761 -2.976 3.582
H -2.719 -4.254 1.700
H -1.689 -3.032 -0.179
C -0.306 -3.342 -4.086
N -1.520 -2.553 -4.254
C -2.438 -2.842 -5.351
C -1.788 -1.615 -3.317
N -1.032 -1.347 -2.309
N -2.981 -0.923 -3.504
C -3.515 0.084 -2.727
N -4.666 0.599 -3.244
N -2.962 0.503 -1.649
H -0.249 -4.075 -4.883
H -0.308 -3.877 -3.133
H 0.588 -2.717 -4.139
H -2.028 -3.652 -5.942
H -2.558 -1.987 -6.022
H -3.417 -3.168 -4.993
H -0.192 -1.905 -2.276
H -3.473 -1.115 -4.355
H -5.240 0.020 -3.834
H -5.188 1.213 -2.644
H -3.501 1.224 -1.195
O 0.681 -0.737 -0.190
P 1.841 -0.486 0.765
C 2.012 -1.834 1.935
C 1.162 -2.928 1.845
C 1.227 -3.931 2.804
C 2.148 -3.843 3.837
C 3.011 -2.753 3.921
C 2.939 -1.744 2.977
C 1.707 0.945 1.845
C 2.541 2.059 1.732
C 2.459 3.081 2.666
C 1.542 2.999 3.704
C 0.692 1.902 3.808
C 0.778 0.873 2.886
C 3.352 -0.340 -0.188
C 3.471 0.710 -1.102
C 4.570 0.777 -1.941
C 5.551 -0.207 -1.880
C 5.434 -1.255 -0.979
C 4.334 -1.326 -0.133
H 0.436 -2.976 1.045
H 0.552 -4.776 2.750
H 2.190 -4.623 4.588
H 3.727 -2.689 4.730
H 3.592 -0.879 3.052
H 3.273 2.121 0.936
H 3.112 3.941 2.584
H 1.483 3.798 4.435
H -0.034 1.844 4.609
H 0.121 0.014 2.976
H 2.700 1.472 -1.161
H 4.668 1.598 -2.642
H 6.407 -0.157 -2.542
H 6.200 -2.018 -0.931
H 4.243 -2.145 0.569
*
```

Calculated values
<S²>: 2.04
LUMO (alpha / beta) (eV): -2.37 / -2.33
HOMO-LUMO gap (alpha / beta) (eV): 4.267 / 6.379
Total energy (eV): -88470.0777

Atomic partial charges in e from the Mulliken method, atoms 1 to 2: -2.341 -1.038

Entry from the Open Molecules 2025 dataset: a molecular structure, C25H18O5PPdS2 (ωB97M-V/def2-TZVPD).

The geometry in ORCA input format:
```
! RIJCOSX wB97M-V def2-TZVPD def2/J DEFGRID3
* xyz -1 1
Pd 0.699 -1.570 0.173
O 4.833 -1.014 -0.885
S 3.450 -0.674 -0.685
O 2.610 -0.607 -1.860
O 2.816 -1.464 0.416
C 3.427 0.998 -0.049
C 4.627 1.662 0.149
C 4.626 2.970 0.611
C 3.426 3.610 0.880
C 2.226 2.938 0.693
C 2.209 1.627 0.223
P 0.622 0.737 0.015
C -0.418 1.479 1.310
C -0.306 0.941 2.591
C -1.051 1.463 3.636
C -1.926 2.517 3.406
C -2.052 3.047 2.131
C -1.300 2.529 1.084
C -0.081 1.361 -1.538
C 0.644 2.152 -2.422
C 0.070 2.563 -3.617
C -1.227 2.187 -3.932
C -1.950 1.389 -3.054
C -1.382 0.969 -1.862
H 5.547 1.139 -0.072
H 5.565 3.489 0.762
H 3.419 4.630 1.242
H 1.293 3.436 0.923
H 0.353 0.097 2.759
H -0.963 1.034 4.626
H -2.519 2.916 4.220
H -2.743 3.859 1.945
H -1.409 2.939 0.088
H 1.663 2.432 -2.188
H 0.644 3.171 -4.306
H -1.672 2.506 -4.866
H -2.958 1.081 -3.300
H -1.936 0.327 -1.185
O -3.402 -1.834 0.060
C -2.259 -2.272 0.153
O -1.266 -1.440 0.209
C -2.057 -3.772 0.144
C -3.247 -4.506 0.053
C -3.273 -5.884 0.048
C -2.066 -6.575 0.134
C -0.884 -5.876 0.219
C -0.841 -4.468 0.223
S 0.784 -3.822 0.320
H -4.162 -3.933 -0.008
H -4.214 -6.415 -0.022
H -2.049 -7.658 0.131
H 0.057 -6.410 0.278
*
```

Calculated values
LUMO (eV): 2.57
HOMO-LUMO gap (eV): 7.098
Total energy (eV): -70898.2708

Atomic partial charges in e from the natural (NBO) method, atoms 1 to 2: 0.688 -0.970

Entry from the Open Molecules 2025 dataset: a molecular structure, C21H47CsN5O21S4 (ωB97M-V/def2-TZVPD).

The geometry in ORCA input format:
```
! RIJCOSX wB97M-V def2-TZVPD def2/J DEFGRID3
* xyz -1 1
Cs 0.293 -3.825 -0.772
S 0.163 -0.505 0.192
O -0.151 0.921 0.286
O 1.181 -0.786 -0.836
O 0.514 -1.000 1.507
O -1.047 -1.262 -0.187
C -4.313 -3.643 -2.872
C -3.049 -3.062 -2.281
O -1.939 -3.314 -2.764
N -3.187 -2.207 -1.284
C -4.406 -1.625 -0.758
H -4.180 -4.711 -3.053
H -4.579 -3.172 -3.816
H -5.146 -3.616 -2.168
H -2.340 -1.756 -0.934
H -4.967 -2.208 -0.024
H -5.127 -1.261 -1.492
H -4.146 -0.723 -0.205
C 1.675 3.286 1.903
C 0.348 3.900 2.236
O 0.233 4.891 2.975
N -0.749 3.341 1.708
C -2.129 3.661 2.056
H 1.499 2.274 1.542
H 2.228 3.162 2.835
H 2.216 3.912 1.197
H -0.537 2.457 1.237
H -2.236 3.467 3.123
H -2.724 2.901 1.553
H -2.390 4.664 1.737
C 2.889 1.687 -3.393
C 3.777 0.470 -3.419
O 4.757 0.367 -4.147
N 3.403 -0.535 -2.600
C 4.187 -1.721 -2.490
H 3.515 2.572 -3.287
H 2.119 1.617 -2.625
H 2.384 1.778 -4.358
H 2.521 -0.477 -2.107
H 5.252 -1.613 -2.280
H 4.131 -2.419 -3.330
H 3.854 -2.290 -1.606
C 1.182 -3.703 3.729
C 1.878 -2.645 4.615
O 2.667 -3.022 5.459
N 1.522 -1.351 4.424
C 2.144 -0.309 5.230
H 0.470 -4.221 4.370
H 1.998 -4.337 3.390
H 0.598 -3.335 2.856
H 1.217 -1.053 3.505
H 2.793 0.367 4.671
H 2.700 -0.760 6.049
H 1.357 0.300 5.681
C -3.391 1.962 -1.191
C -2.488 3.048 -1.702
O -2.903 4.091 -2.201
N -1.176 2.799 -1.568
C -0.162 3.749 -2.024
H -2.892 1.347 -0.440
H -3.777 1.295 -1.965
H -4.295 2.408 -0.776
H -0.874 1.995 -1.022
H 0.792 3.399 -1.636
H -0.425 4.742 -1.668
H -0.161 3.693 -3.114
C 3.699 -1.328 1.179
C 3.827 0.189 0.806
O 5.207 0.407 0.560
S 6.130 -0.688 1.311
O 6.208 -0.384 2.709
O 7.307 -0.907 0.537
O 5.000 -1.837 1.079
H 2.951 -1.730 0.490
H 3.283 -1.404 2.184
H 3.483 0.814 1.629
H 3.358 0.407 -0.147
C -2.006 0.290 3.337
C -2.335 -1.102 2.825
O -3.612 -1.397 3.454
S -4.502 -0.063 3.281
O -5.503 0.013 4.296
O -4.984 0.013 1.924
O -3.261 0.957 3.514
H -1.343 0.710 2.580
H -1.408 0.204 4.244
H -1.706 -1.922 3.164
H -2.405 -1.191 1.740
C -0.895 -0.034 -3.321
C -0.031 -1.030 -4.084
O -0.322 -0.886 -5.464
S -1.729 -0.077 -5.705
O -2.799 -1.035 -5.828
O -1.601 0.958 -6.684
O -1.687 0.642 -4.265
H -0.257 0.676 -2.793
H -1.460 -0.474 -2.500
H -0.203 -2.059 -3.767
H 1.023 -0.789 -3.952
*
```

Calculated values
LUMO (eV): 0.78
HOMO-LUMO gap (eV): 7.809
Energy above the lowest of the compared OMol25 structures with the same formula, charge and spin (kJ/mol): 40.4
Total energy (eV): -116881.7098

Atomic partial charges in e from the Mulliken method, atoms 1 to 2: 1.228 -0.651